Computed, not measured: 2 unconnected molecules or ions with the total composition C3H7FINO at a distorted geometry, with the ωB97M-V functional and the def2-TZVPD basis.

Calculated values
- Gap between HOMO and LUMO (alpha / beta): 0.2471 / 0.2471 Ha
- Net charge: 0
- HOMO (alpha / beta): -7.8 / -7.8 eV
- Largest force on an atom: 4.31 eV/Å
- Relative energy (zero: lowest compared OMol25 entry of this formula, charge and spin): 436.2 kJ/mol

Last column: natural (NBO) charge in e.
Cartesian coordinates (Å):
1 I 2.618 0.044 -1.464  0.128
2 F -0.149 -0.763 -1.518  -0.375
3 O 0.104 1.483 -1.198  -0.542
4 N 0.386 -0.337 1.611  -0.623
5 C 0.549 0.271 -0.899  0.592
6 C -1.316 1.740 -1.303  -0.275
7 C 0.404 -1.755 1.689  -0.455
8 H -1.543 2.252 -0.320  0.217
9 H -0.592 -2.046 1.218  0.197
10 H 1.096 0.184 2.013  0.325
11 H -1.906 0.731 -1.502  0.213
12 H -1.459 2.368 -2.175  0.206
13 H 1.198 -2.129 1.059  0.184
14 H 0.610 -2.043 2.789  0.209

***

Computed, not measured: 2 unconnected molecules or ions with the total composition C3H4O3 at a distorted geometry, with the ωB97M-V functional and the def2-TZVPD basis.

Calculated values
- Gap between HOMO and LUMO: 0.3457 Ha
- Net charge: 0
- HOMO: -9.2 eV
- Largest force on an atom: 1.08 eV/Å
- Relative energy (zero: lowest compared OMol25 entry of this formula, charge and spin): 305.2 kJ/mol

Last column: natural (NBO) charge in e.
Cartesian coordinates (Å):
1 O 1.355 -1.043 0.536  -0.686
2 O -2.410 0.570 -0.652  -0.511
3 O 0.908 2.339 0.538  -0.425
4 C 1.001 1.246 0.138  0.673
5 C 1.103 0.012 -0.332  -0.248
6 C -1.874 -0.275 0.020  0.271
7 H -1.611 -1.270 -0.393  0.111
8 H 2.282 -1.296 0.432  0.481
9 H -1.620 -0.110 1.088  0.113
10 H 0.865 -0.173 -1.375  0.219

***

Computed, not measured: a molecular structure, C25H26AgBN8S3 at a distorted geometry, with the ωB97M-V functional and the def2-TZVPD basis.

Calculated values
- Gap between HOMO and LUMO: 0.2486 Ha
- Net charge: 0
- HOMO: -7.4 eV
- Largest force on an atom: 1.44 eV/Å
- Relative energy (zero: lowest compared OMol25 entry of this formula, charge and spin): 135.4 kJ/mol

Last column: natural (NBO) charge in e.
Cartesian coordinates (Å):
1 Ag 0.061 0.149 0.119  0.842
2 S 1.332 0.790 2.527  -0.284
3 S -1.692 1.068 -6.945  0.428
4 S -5.446 -3.667 3.133  0.426
5 N 3.334 1.339 0.832  -0.434
6 N -0.108 2.481 0.007  -0.484
7 N 2.522 1.252 -0.292  -0.633
8 N -2.189 -0.634 0.526  -0.441
9 N 1.233 -1.540 -0.456  -0.707
10 N -1.862 3.841 1.055  -0.462
11 N -1.324 0.453 -1.823  -0.449
12 N 3.832 1.227 3.062  -0.798
13 C -2.845 -0.938 -0.617  0.139
14 C 1.666 -2.580 -0.737  0.359
15 C -3.946 -1.832 -0.628  -0.077
16 C -2.544 -1.235 1.637  0.095
17 C 0.392 1.746 -5.610  -0.225
18 C -0.819 1.131 -5.434  -0.205
19 C -2.525 -0.212 -4.249  -0.125
20 C -1.390 0.591 -4.223  -0.100
21 C -0.417 1.876 -7.762  -0.398
22 C 0.618 2.169 -6.933  -0.254
23 C -3.205 -2.907 4.130  -0.223
24 C -3.851 -3.656 5.132  -0.252
25 C -0.844 0.893 -2.962  0.090
26 C -4.320 -2.429 0.575  -0.124
27 C -4.594 -2.136 -1.861  -0.169
28 C -5.066 -4.123 4.743  -0.399
29 C -0.945 3.097 0.510  0.494
30 C -3.128 4.054 0.396  -0.392
31 C -3.033 -0.731 -3.059  -0.094
32 C -3.934 -2.816 2.974  -0.209
33 C -3.602 -2.162 1.733  -0.099
34 C -2.386 -0.382 -1.846  0.226
35 C -1.662 4.421 2.360  -0.394
36 C -4.153 -1.612 -3.027  -0.180
37 C 2.897 1.099 2.087  0.293
38 B 2.302 -3.917 -1.162  -0.598
39 H -4.617 -1.879 -3.967  0.217
40 H 3.298 -3.628 -1.774  -0.001
41 H 4.810 1.116 2.846  0.382
42 H -3.004 -0.440 -5.191  0.216
43 H -5.770 -4.711 5.299  0.238
44 H 1.512 2.670 -7.256  0.227
45 H 3.531 0.976 3.990  0.418
46 H -3.274 5.120 0.196  0.197
47 H 0.004 1.558 -2.874  0.196
48 H 1.105 1.872 -4.817  0.222
49 H 2.553 -4.545 -0.169  0.003
50 H -2.228 -2.476 4.248  0.228
51 H -0.705 4.092 2.759  0.234
52 H -3.142 3.511 -0.547  0.227
53 H -1.667 5.514 2.293  0.196
54 H -0.515 2.088 -8.808  0.238
55 H 2.881 0.575 -0.964  0.383
56 H 1.494 -4.475 -1.857  0.002
57 H 4.324 1.553 0.709  0.364
58 H -3.950 3.699 1.024  0.200
59 H 2.376 2.163 -0.724  0.368
60 H -2.458 4.108 3.042  0.199
61 H -1.982 -0.962 2.521  0.200
62 H -3.428 -3.842 6.102  0.228
63 H -5.429 -2.823 -1.840  0.216
64 H -5.153 -3.117 0.602  0.216

***

Computed, not measured: a molecular structure, C5H6N2O2 at a distorted geometry, with the ωB97M-V functional and the def2-TZVPD basis.

Calculated values
- Gap between HOMO and LUMO: 0.3219 Ha
- Net charge: 0
- HOMO: -8.9 eV
- Largest force on an atom: 7.18 eV/Å
- Relative energy (zero: lowest compared OMol25 entry of this formula, charge and spin): 886.3 kJ/mol

Last column: natural (NBO) charge in e.
Cartesian coordinates (Å):
1 O 2.784 -0.180 0.572  -0.720
2 O -1.356 1.704 0.249  -0.401
3 N 0.357 -1.205 0.087  -0.274
4 N -0.839 -1.807 -0.069  -0.215
5 C -1.645 0.303 0.746  -0.087
6 C -0.768 0.632 -0.555  0.038
7 C 0.531 -0.066 -0.358  0.157
8 C 1.725 0.619 -0.269  -0.124
9 C -1.791 -0.969 0.038  0.056
10 H -2.732 -1.325 -0.046  0.198
11 H 1.249 1.645 0.296  0.210
12 H 2.325 1.099 -1.063  0.238
13 H -1.161 0.478 -1.560  0.229
14 H -1.187 0.259 1.722  0.207
15 H 2.508 -1.187 0.209  0.486

***

Question: Which formula does entry 3 have?
Answer: C25H26AgBN8S3